Record 1
A cluster of 8 separate species, C26H55O11SSi in total. Source: OMol25; level of theory: ωB97M-V/def2-TZVPD.

Positions of all 94 atoms, in Å:
H: 6.45204 4.74365 -0.70069
H: 0.03815 3.78687 1.11501
C: -4.37607 -0.41126 -5.00446
H: 8.82780 2.06389 5.94600
C: 3.02263 1.79869 -1.00078
H: -4.13410 0.15123 -5.91249
H: -1.46358 0.42426 0.79938
H: 4.86433 3.44261 9.85015
C: 4.70685 2.28922 8.06054
O: -4.25880 2.24673 1.66315
H: -0.52055 2.61818 -5.15836
H: -2.23496 -1.63821 -2.53722
C: -8.29401 -7.70585 -1.10547
H: -3.42330 -7.23935 -1.85275
H: -5.03772 0.19667 -4.38228
O: -0.29729 3.90590 -7.29746
O: -4.13014 -0.04693 0.51244
H: 6.11336 4.51962 3.10221
O: -4.63187 -4.57221 -2.83668
H: -2.00090 1.45391 -1.80917
H: 3.90019 1.97988 -0.22825
H: 2.39776 0.31836 1.75629
H: 5.21731 4.34557 8.36014
H: 5.77955 2.77530 3.02418
H: -2.41968 4.40763 -8.53364
H: 1.16744 -0.65432 0.60883
H: 6.53698 5.75963 0.75555
O: 5.24674 2.95830 0.58155
H: 1.79620 3.48284 1.73490
H: 0.48771 0.53697 1.94601
O: -4.35213 2.21174 -0.95933
C: -1.51626 2.76590 -5.58992
C: -9.14035 -6.46313 -1.03210
H: 8.72846 0.38798 6.53015
H: -7.78654 -9.56792 -0.19279
H: -3.67561 -2.46931 -3.16487
H: 7.43158 3.36072 2.72783
C: -4.40201 -6.75485 -1.89625
H: -8.91692 -5.91513 -0.11325
C: -1.78288 1.50126 0.46377
H: -8.20665 -8.27702 0.95488
O: -2.01171 -0.35049 -4.67632
O: 0.09108 1.48074 -1.37761
C: 6.77715 4.77580 0.34466
H: -3.23234 -6.77250 -4.49272
H: -4.57313 -6.22516 -0.95305
C: 4.56672 3.58925 8.80641
C: -4.21919 -6.30797 -4.42363
S: -3.69290 1.45658 0.41959
H: -10.19900 -6.73202 -1.06712
C: 4.34304 2.28473 6.59984
H: 4.98363 2.98298 6.05524
H: -4.99947 -7.03361 -4.66669
H: 9.56610 0.76145 4.98749
H: -3.15758 2.91442 -7.91244
H: -9.48886 -9.09392 0.00105
C: -3.23067 -1.49050 -2.96877
H: -4.87199 -1.34198 -5.29129
C: -1.25543 1.95263 -1.02152
H: -1.96120 1.78708 -5.78602
H: -2.12681 3.32569 -4.87709
C: 1.11433 3.49952 0.75620
O: 6.66661 1.78914 4.70601
C: -8.46042 -8.72426 -0.00950
H: 7.03502 -1.23492 5.21778
H: -1.40663 3.12609 -1.16865
Si: 1.27069 1.78994 -0.11315
H: 7.87263 -0.86134 3.67503
C: -4.43545 -5.77018 -3.03438
H: 2.95395 2.65169 -1.81280
C: -2.66166 3.84513 -7.62561
H: -3.84122 -0.93070 -2.25594
H: 4.49345 1.27966 6.19155
H: 6.13975 -0.51209 3.86273
H: 3.10992 0.76754 -1.57233
H: -3.32330 4.45307 -7.00343
C: -3.10725 -0.71757 -4.25461
O: -7.49709 -7.88224 -2.02558
H: -5.19037 -7.50034 -2.02669
C: 6.37156 3.58865 2.59119
H: -4.27002 -5.48422 -5.14356
C: 1.37193 0.34090 1.19292
C: 6.05854 3.70668 1.12350
C: -1.39284 3.53882 -6.87575
C: 8.72559 1.01807 5.63726
H: -1.53309 2.29085 1.32385
C: 7.42991 0.84265 4.89130
O: 5.10342 1.26979 8.62294
H: 3.29198 2.55803 6.47792
H: -8.91389 -5.81884 -1.88832
H: 7.85534 4.60075 0.38121
H: 3.52555 3.92070 8.78279
C: 7.10439 -0.53555 4.38080
H: 1.51847 4.41330 0.11059

Results
LUMO level ... 1.69 eV
Total charge ... -1
2S+1 ... 1
Frontier orbital gap ... 6.579 eV
HOMO level ... -0.180 hartree


Record 2
A cluster of 2 separate species, C2H3BrN4 in total. Source: OMol25; level of theory: ωB97M-V/def2-TZVPD.

Positions of all 10 atoms, in Å:
H: 1.30900 0.45624 1.55040
N: -0.33008 -1.04699 -0.86908
Br: 2.85747 -0.32085 0.03079
H: -2.10732 -2.22449 -1.17163
C: -1.47545 -1.59349 -0.55594
N: -0.93369 -0.66652 1.28623
N: -1.85878 -1.32123 0.67293
N: -0.01467 -0.50696 0.29004
H: 0.72830 1.38080 -0.31256
C: 1.13108 0.26063 0.55123

Results
LUMO level ... 0.18 eV
2S+1 ... 1
Frontier orbital gap ... 10.559 eV
Relative energy (zero: lowest compared OMol25 entry of this formula, charge and spin) ... 39.1 kcal/mol
HOMO level ... -0.381 hartree


Record 3
The ion C3H11N2S with charge +1. Source: OMol25; level of theory: ωB97M-V/def2-TZVPD.

Positions of all 17 atoms, in Å:
N: -1.11798 -1.40785 -1.41901
H: -1.26394 -1.51746 0.76320
H: -2.12504 -1.42397 -1.52730
C: -0.21256 0.23152 0.11550
H: -1.03076 0.87547 -0.21534
S: 1.20785 2.28494 1.23129
H: 0.28518 -1.82966 0.05211
H: 0.95731 -0.05692 1.89474
H: 0.55999 -0.21342 -1.74347
H: -0.81021 -2.32339 -1.73301
C: 0.34589 0.71210 1.43915
C: -0.61844 -1.22127 -0.06638
H: 0.58700 1.36923 -1.56035
N: 0.76340 0.54439 -1.07534
H: 1.26738 2.61235 2.52544
H: 1.73575 0.55287 -0.76261
H: -0.53084 0.81107 2.08137

Results
LUMO level ... -3.11 eV
Total charge ... +1
SMILES string ... NC[C@H]([NH3+])CS
2S+1 ... 1
Frontier orbital gap ... 10.262 eV
Relative energy (zero: lowest compared OMol25 entry of this formula, charge and spin) ... 16.1 kcal/mol
HOMO level ... -0.491 hartree


Record 4
The molecule C4H6N2O2. Source: OMol25; level of theory: ωB97M-V/def2-TZVPD.

Positions of all 14 atoms, in Å:
H: -0.77467 -1.73257 -2.10940
H: 0.08438 -2.04607 0.31782
H: 1.22297 -1.37728 -0.75808
N: 1.38852 0.34270 1.26782
C: -1.48156 0.18049 -1.49486
H: -0.77300 2.05925 -0.74758
H: -2.33326 1.61644 -0.04518
H: -2.12058 0.34092 -2.36099
N: 0.36879 0.07198 0.43592
C: -1.38071 1.19989 -0.42405
C: 0.26674 -1.13621 -0.28518
O: 2.34231 -0.39020 1.13696
C: -0.74410 -0.92355 -1.39249
O: -0.78846 0.67930 0.78263

Results
LUMO level ... 0.72 eV
SMILES string ... O=NN1CC=CCO1
2S+1 ... 1
Frontier orbital gap ... 10.151 eV
Relative energy (zero: lowest compared OMol25 entry of this formula, charge and spin) ... 121.8 kcal/mol
HOMO level ... -0.346 hartree